(1)
Below is a molecular structure, C30H50BaBrN3P2S, with properties calculated with ωB97M-V/def2-TZVPD.

As for the total charge: +2. Its total energy is -136527.144 eV.

Last column: Löwdin charge in e.
Element x y z (Å)
C: 0.668 -5.321 -4.487  0.0069
C: 0.385 -3.951 -4.664  -0.2289
C: -0.498 -3.577 -5.698  -0.0072
C: -1.216 -4.591 -6.363  -0.1093
N: -0.999 -5.876 -6.112  0.0700
C: -0.082 -6.261 -5.226  -0.0987
C: 0.779 -2.967 -3.660  0.0360
C: 0.568 -2.562 -2.483  -0.1859
C: -0.248 -2.188 -1.381  -0.3256
C: 0.015 -2.575 -0.040  -0.0139
C: -0.801 -2.075 0.968  -0.0737
C: -1.771 -1.076 0.711  -0.3516
C: -2.065 -0.760 -0.621  -0.1324
C: -1.308 -1.282 -1.645  -0.0894
Ba: 1.671 -0.061 -2.606  1.6725
P: -2.804 -0.269 1.947  1.0111
H: -0.729 -2.537 -5.908  0.1078
H: 1.363 -5.673 -3.726  0.1200
H: -1.987 -4.354 -7.101  0.1202
H: 0.042 -7.336 -5.095  0.1205
H: -1.608 -1.065 -2.683  0.1325
H: 0.867 -3.233 0.175  0.1384
H: -2.896 -0.060 -0.838  0.1154
H: -0.637 -2.458 1.985  0.1229
C: -1.844 1.104 2.636  -0.3387
C: -2.699 2.299 3.039  -0.1203
H: -1.080 1.370 1.881  -0.0440
H: -1.327 0.642 3.494  0.1061
H: -2.111 2.979 3.662  0.0889
H: -3.069 2.860 2.162  0.0796
H: -3.554 1.989 3.663  0.0736
C: -4.382 0.303 1.272  -0.3113
C: -5.080 -0.801 0.468  -0.1144
H: -4.241 1.228 0.672  0.1075
H: -4.975 0.613 2.157  0.1023
H: -5.927 -0.349 -0.077  0.0973
H: -4.432 -1.310 -0.259  0.0619
H: -5.488 -1.543 1.175  0.0894
C: -2.978 -1.497 3.249  -0.3259
C: -3.945 -1.097 4.364  -0.1086
H: -1.947 -1.612 3.618  0.0970
H: -3.267 -2.444 2.763  0.1101
H: -4.061 -1.956 5.040  0.0914
H: -3.512 -0.284 4.965  0.0823
H: -4.943 -0.788 4.003  0.0814
Br: 0.646 0.816 0.369  0.1434
P: -0.135 3.356 -2.811  0.9809
C: -1.400 3.085 -1.490  -0.4296
C: -2.129 4.403 -1.264  -0.1681
H: -0.876 2.707 -0.596  -0.0052
H: -2.087 2.292 -1.811  0.0649
H: -3.035 4.279 -0.661  0.0639
H: -1.483 5.132 -0.764  0.0742
H: -2.429 4.838 -2.224  0.0659
C: 1.453 3.239 -1.911  -0.5246
C: 2.105 4.607 -1.678  -0.1449
H: 2.109 2.640 -2.569  0.0074
H: 1.261 2.677 -0.971  -0.0770
H: 2.908 4.557 -0.922  0.0790
H: 2.578 4.958 -2.605  0.0768
H: 1.398 5.387 -1.351  0.0742
C: -0.345 1.825 -3.768  -0.5824
C: -1.377 2.127 -4.856  -0.1518
H: -0.701 1.008 -3.118  -0.0027
H: 0.619 1.586 -4.254  0.0052
H: -1.392 1.349 -5.623  0.0748
H: -2.391 2.213 -4.450  0.0824
H: -1.131 3.073 -5.349  0.0750
C: 4.140 -2.106 4.842  -0.0880
C: 4.913 -1.606 3.631  -0.2211
N: 3.944 -1.303 2.528  -0.0017
C: 4.284 -0.417 1.554  -0.8340
S: 3.920 -0.696 -0.091  0.4409
N: 5.026 0.663 1.988  -0.0154
C: 4.529 1.493 3.127  -0.2310
C: 5.696 2.310 3.672  -0.0811
H: 3.433 -1.329 5.176  0.0770
H: 4.865 -2.324 5.638  0.0860
H: 3.597 -3.039 4.629  0.0767
H: 5.465 -0.684 3.863  0.1001
H: 5.649 -2.360 3.290  0.1323
H: 3.435 -2.113 2.161  0.1210
H: 5.329 1.239 1.193  0.1257
H: 3.714 2.137 2.747  0.1217
H: 4.103 0.832 3.900  0.1030
H: 5.916 3.152 3.009  0.0779
H: 5.432 2.709 4.657  0.0818
H: 6.598 1.689 3.767  0.0836

=====

(2)
Below is a molecular structure, C14H18F3NO3PtS2, with properties calculated with ωB97M-V/def2-TZVPD.

As for the total charge: +2. The multiplicity is 5. As for the expectation value of S²: 6.05. Its total energy is -55490.775 eV.

Last column: Löwdin charge in e.
Element x y z (Å)
Pt: 1.415 -1.463 1.013  1.4466
C: -1.338 0.080 1.290  -0.0408
O: -0.663 -1.155 1.627  -0.3488
C: -0.788 -1.523 3.020  -0.1556
C: -0.555 -3.015 3.123  -0.1334
O: 0.643 -3.348 2.404  -0.2189
C: 0.548 -4.554 1.634  -0.1405
C: 1.445 -4.424 0.439  -0.1504
O: 1.056 -3.221 -0.266  -0.3180
C: 1.604 -3.126 -1.601  -0.0279
H: -2.401 -0.053 1.483  0.1078
H: -1.149 0.267 0.240  0.0751
H: -0.939 0.899 1.889  0.1074
H: -1.796 -1.287 3.364  0.1449
H: -0.071 -0.947 3.610  0.1381
H: -1.398 -3.547 2.680  0.1375
H: -0.456 -3.312 4.168  0.1495
H: -0.482 -4.689 1.297  0.1414
H: 0.844 -5.417 2.234  0.1539
H: 1.307 -5.281 -0.223  0.1521
H: 2.501 -4.357 0.714  0.1309
H: 2.691 -3.221 -1.572  0.1058
H: 1.310 -2.155 -1.988  0.0900
H: 1.175 -3.923 -2.205  0.1131
S: 2.064 1.978 -1.599  1.0127
C: 0.871 3.117 -1.865  -1.0186
N: -0.395 2.991 -1.457  0.0819
C: -1.104 4.056 -1.832  -0.2710
C: -2.492 4.234 -1.566  0.0280
C: -3.093 5.369 -2.009  -0.0200
C: -2.355 6.356 -2.723  0.0179
C: -1.005 6.219 -3.002  -0.0423
C: -0.381 5.070 -2.556  -0.4258
S: 1.264 4.595 -2.732  1.1106
H: -3.027 3.467 -1.025  0.1275
H: -4.145 5.537 -1.827  0.1259
H: -2.870 7.247 -3.060  0.1317
H: -0.470 6.985 -3.545  0.1301
F: 1.096 -0.033 -0.504  -0.6177
C: 3.353 -1.464 1.003  -0.3969
F: 4.078 -0.563 0.462  0.1819
F: 4.111 -2.389 1.459  0.1842

=====

(3)
Below is 2 unconnected molecules or ions with the total composition C3H10N, with properties calculated with ωB97M-V/def2-TZVPD.

As for the total charge: 0. The multiplicity is 2. As for the expectation value of S²: 0.75. Its total energy is -4756.992 eV.

Last column: Löwdin charge in e.
Element x y z (Å)
N: 0.035 -2.058 0.478  0.2174
H: -0.705 -2.634 0.814  0.0972
H: -0.123 -1.064 0.121  0.0373
H: 0.569 -1.792 1.454  0.2181
H: 0.486 -2.414 -0.377  0.1361
C: -1.225 0.978 0.306  -0.2262
C: -0.005 0.889 -0.685  -0.4148
C: 1.363 0.942 -0.427  -0.1843
H: -2.062 0.108 0.199  0.0729
H: -0.741 0.632 1.267  0.0329
H: -1.743 1.978 0.321  0.0496
H: -0.478 0.694 -1.658  0.0387
H: 1.950 1.330 -1.162  -0.0430
H: 1.806 0.717 0.508  -0.0320

=====

(4)
Below is 2 unconnected molecules or ions with the total composition C3H9BrO4P, with properties calculated with ωB97M-V/def2-TZVPD.

As for the total charge: -1. Its total energy is -90783.236 eV.

Last column: Löwdin charge in e.
Element x y z (Å)
Br: 26.029 12.592 22.505  -0.6743
C: 25.880 14.393 25.901  -0.0857
O: 26.933 13.497 26.320  -0.2490
P: 26.704 12.431 27.465  0.3523
O: 26.742 12.962 28.840  -0.2608
O: 27.832 11.334 27.164  -0.2207
C: 29.045 11.751 26.525  -0.1037
O: 25.329 11.690 27.111  -0.2232
C: 25.207 11.222 25.755  -0.1413
H: 24.971 14.190 26.469  0.0850
H: 25.734 14.166 24.850  -0.0004
H: 26.194 15.413 26.104  0.0843
H: 29.704 10.886 26.445  0.0820
H: 29.579 12.543 27.050  0.0869
H: 28.803 12.051 25.503  0.0877
H: 24.666 10.271 25.789  0.0843
H: 26.107 11.031 25.173  0.0463
H: 24.580 11.919 25.200  0.0504

=====

(5)
Below is a molecular structure, C14H13AlO3, with properties calculated with ωB97M-V/def2-TZVPD.

As for the total charge: +2. Its total energy is -27452.032 eV.

Last column: Löwdin charge in e.
Element x y z (Å)
Al: 0.818 0.355 -0.023  1.0486
C: 0.245 4.049 0.341  0.0007
C: 0.535 2.780 1.088  -0.2981
C: 1.820 2.217 1.086  -0.1180
C: 2.160 1.127 1.907  -0.0994
C: 1.158 0.467 2.614  -0.0727
C: -0.154 0.939 2.519  -0.0502
C: -0.456 2.091 1.797  -0.0249
H: 0.477 4.895 0.992  0.1164
H: -0.804 4.124 0.061  0.0981
H: 0.865 4.149 -0.549  0.0991
H: 2.601 2.685 0.496  0.1450
H: 3.183 0.773 1.922  0.1433
H: 1.389 -0.392 3.229  0.1401
H: -0.947 0.419 3.042  0.1391
H: -1.474 2.461 1.782  0.1445
O: 1.261 -3.792 -4.004  0.2307
C: 0.036 -3.487 -3.778  -0.1743
C: -0.961 -4.191 -4.542  0.1006
C: -2.280 -3.903 -4.335  0.0045
C: -2.636 -2.931 -3.388  0.0637
C: -1.650 -2.223 -2.629  0.0536
C: -0.333 -2.475 -2.802  -0.0211
C: 0.770 -1.785 -2.046  -0.4574
O: 1.920 -2.150 -2.211  0.1407
O: 0.421 -0.894 -1.161  -0.0417
H: 1.839 -3.208 -3.405  0.1270
H: -0.620 -4.929 -5.256  0.1526
H: -3.048 -4.419 -4.894  0.1385
H: -3.682 -2.707 -3.222  0.1359
H: -1.968 -1.483 -1.908  0.1353

=====

(6)
Below is a molecular structure, C43H39AgBN10S, with properties calculated with ωB97M-V/def2-TZVPD.

As for the total charge: -1. Its total energy is -75641.735 eV.

Last column: Löwdin charge in e.
Element x y z (Å)
Ag: -0.560 0.138 -0.024  0.6475
N: -3.733 -1.024 3.325  0.0288
C: -2.709 -0.843 2.417  -0.9334
S: -3.100 -0.919 0.765  0.5581
N: -1.529 -0.720 2.979  -0.0354
N: -0.468 -0.451 2.210  -0.0047
C: 0.676 -0.866 2.669  -0.2085
C: 0.776 -1.610 3.955  -0.1891
C: 0.098 -2.808 4.163  -0.0188
C: 0.159 -3.440 5.394  -0.0802
C: 0.872 -2.871 6.440  -0.1087
C: 1.531 -1.665 6.248  -0.0965
C: 1.482 -1.039 5.012  -0.0389
C: 1.906 -0.524 1.958  -0.2331
C: 3.087 -1.238 2.204  -0.0167
C: 4.258 -0.846 1.587  -0.0744
C: 4.235 0.265 0.756  -0.0666
C: 3.011 0.878 0.528  -0.1259
N: 1.871 0.487 1.081  0.1096
H: -4.657 -0.853 2.970  0.0515
H: -3.535 -0.723 4.268  0.0745
H: -0.464 -3.239 3.346  0.0876
H: -0.370 -4.374 5.547  0.0978
H: 0.924 -3.369 7.401  0.0915
H: 2.066 -1.205 7.071  0.0939
H: 1.979 -0.088 4.856  0.1188
H: 3.059 -2.090 2.869  0.1142
H: 5.180 -1.391 1.753  0.1005
H: 5.131 0.645 0.286  0.0942
H: 2.950 1.744 -0.121  0.0853
C: 3.128 -1.547 -3.950  -0.0272
C: 2.189 -1.811 -2.820  -0.2761
C: 2.145 -2.939 -2.030  0.0135
C: 1.082 -2.723 -1.131  -0.2436
N: 0.535 -1.535 -1.370  0.0882
N: 1.208 -0.978 -2.393  0.0285
B: 0.769 0.348 -3.065  -0.4986
N: -0.758 0.443 -3.239  0.0202
N: -1.603 0.645 -2.207  0.0853
C: -2.791 0.931 -2.734  -0.2488
C: -2.725 0.837 -4.141  0.0129
C: -1.411 0.548 -4.421  -0.2807
C: -0.770 0.369 -5.759  -0.0371
C: -3.965 1.319 -1.943  -0.1902
C: -5.239 0.912 -2.331  -0.0426
C: -6.357 1.281 -1.600  -0.0985
C: -6.215 2.080 -0.474  -0.1084
C: -4.951 2.501 -0.088  -0.0920
C: -3.835 2.124 -0.815  -0.0605
N: 1.245 1.606 -2.279  0.0331
N: 0.557 2.101 -1.237  0.0893
C: 1.125 3.252 -0.898  -0.2695
C: 2.204 3.524 -1.767  -0.0037
C: 2.252 2.448 -2.626  -0.2885
C: 3.244 2.202 -3.714  -0.0247
C: 0.637 4.061 0.223  -0.1549
C: -0.466 3.647 0.971  -0.0310
C: -0.937 4.416 2.020  -0.0801
C: -0.302 5.603 2.359  -0.1094
C: 0.807 6.015 1.635  -0.1033
C: 1.271 5.253 0.573  -0.0413
C: 0.543 -3.675 -0.153  -0.1566
C: 1.228 -4.853 0.150  -0.0434
C: 0.686 -5.782 1.025  -0.1007
C: -0.552 -5.552 1.609  -0.1095
C: -1.244 -4.387 1.307  -0.1008
C: -0.701 -3.456 0.438  -0.0528
H: 3.665 -2.466 -4.184  0.0753
H: 3.863 -0.784 -3.691  0.0641
H: 2.598 -1.217 -4.843  0.0704
H: 2.785 -3.801 -2.122  0.0972
H: 1.268 0.380 -4.150  0.0968
H: -3.509 1.037 -4.852  0.1022
H: -1.537 0.429 -6.530  0.0730
H: -0.268 -0.597 -5.833  0.0783
H: -0.023 1.142 -5.950  0.0739
H: -5.344 0.276 -3.203  0.1074
H: -7.336 0.930 -1.904  0.0932
H: -7.082 2.373 0.105  0.0915
H: -4.836 3.104 0.805  0.0984
H: -2.848 2.450 -0.522  0.0895
H: 2.868 4.372 -1.778  0.0981
H: 3.826 3.109 -3.875  0.0756
H: 2.762 1.922 -4.650  0.0707
H: 3.933 1.401 -3.440  0.0668
H: -0.926 2.699 0.722  0.0710
H: -1.803 4.087 2.582  0.1017
H: -0.658 6.198 3.191  0.0923
H: 1.317 6.934 1.899  0.0936
H: 2.137 5.589 0.018  0.0984
H: 2.193 -5.045 -0.302  0.0975
H: 1.234 -6.691 1.244  0.0926
H: -0.975 -6.278 2.294  0.0943
H: -2.218 -4.189 1.740  0.1063
H: -1.247 -2.553 0.196  0.0105